No. 1
55
Properties=species:S:1:pos:R:3:lowdin_charge:R:1 method="wB97M-V/def2-TZVPD" charge=-1 de_lowest_kcal_mol=201.1 homo_ha=-0.2173
Ca -0.225 0.396 0.064 1.73
C -2.230 -5.555 -1.364 -0.59
F -2.892 -4.462 -1.863 0.07
F -2.950 -6.172 -0.405 0.10
F -1.964 -6.433 -2.331 0.12
S -0.596 -4.920 -0.499 0.46
O -0.687 -5.505 0.831 -0.34
O 0.558 -5.437 -1.262 -0.38
O -0.611 -3.487 -0.349 -0.40
C 1.065 -0.550 6.224 -0.58
F 0.605 -0.655 7.516 0.08
F 1.222 0.740 5.974 0.12
F 2.269 -1.185 5.890 0.05
S -0.320 -1.301 5.147 0.55
O -1.558 -0.843 5.850 -0.36
O -0.162 -0.583 3.822 -0.44
O -0.124 -2.774 5.098 -0.36
C -3.797 4.797 3.344 -0.61
F -3.597 5.705 2.360 0.08
F -2.572 4.662 3.936 0.08
F -4.755 5.331 4.133 0.10
S -4.354 3.105 2.660 0.54
O -4.646 2.248 3.844 -0.34
O -5.485 3.505 1.789 -0.38
O -3.157 2.654 1.862 -0.44
C 1.918 -1.859 -5.002 -0.23
C 3.297 -2.602 -5.010 -0.23
O 4.218 -1.914 -5.819 -0.07
O 1.856 -0.928 -3.949 -0.09
H 1.102 -2.522 -4.716 0.12
H 1.599 -1.446 -5.959 0.12
H 3.101 -3.587 -5.433 0.11
H 3.785 -2.685 -4.038 0.12
H 4.978 -2.109 -5.266 0.08
H 2.153 -0.104 -4.342 0.08
C 3.494 2.311 1.398 -0.24
C 4.055 0.875 1.385 -0.23
O 3.213 0.111 0.566 -0.08
O 2.154 2.389 1.901 -0.06
H 3.651 2.813 0.444 0.11
H 4.170 2.918 2.002 0.12
H 4.104 0.449 2.387 0.13
H 5.094 0.867 1.058 0.12
H 3.719 -0.557 0.098 0.10
H 2.147 3.181 2.444 0.09
C -2.716 1.495 -3.077 -0.13
C -2.016 2.860 -2.660 -0.15
O -0.672 2.719 -2.013 -0.14
O -2.877 0.575 -1.873 -0.12
H -2.298 0.881 -3.875 0.11
H -3.719 1.738 -3.428 0.12
H -2.598 3.521 -2.017 0.13
H -1.813 3.372 -3.600 0.11
H -0.332 3.610 -2.128 0.08
H -3.802 0.349 -1.751 0.09



No. 2
8
Properties=species:S:1:pos:R:3:lowdin_charge:R:1 method="wB97M-V/def2-TZVPD" charge=0 de_lowest_kcal_mol=40.5 smiles=NC(O)(F)F homo_ha=-0.3965
C -0.428 -0.247 -0.130 -0.57
N 1.288 -0.594 0.003 0.13
O -0.454 1.071 0.148 0.07
F -0.903 -0.510 -1.347 0.12
F -1.166 -1.050 0.758 0.06
H 1.352 -0.557 0.976 0.01
H 1.587 0.298 -0.351 0.03
H -1.276 1.589 -0.057 0.15



No. 3
70
Properties=species:S:1:pos:R:3:lowdin_charge:R:1 method="wB97M-V/def2-TZVPD" charge=0 smiles=Oc1c(CCCS)cc(Br)c2nsnc12.COCCOCCOC.COCCOCCOC homo_ha=-0.3088
O 1.125 0.313 1.749 -0.07
C 1.676 1.413 0.941 -0.09
C 0.849 2.245 -0.209 -0.08
C -0.739 1.810 -0.495 -0.17
C -1.635 2.849 0.455 -0.25
C -1.928 2.210 1.960 -0.52
S -1.521 3.530 3.265 0.59
C 1.428 3.502 -1.088 -0.02
C 2.968 3.989 -0.806 -0.54
Br 3.724 5.552 -1.807 0.58
C 3.824 3.158 0.329 -0.21
N 5.244 3.356 0.815 -0.28
S 5.648 2.152 2.061 0.86
N 4.145 1.221 2.262 -0.25
C 3.255 1.879 1.228 -0.17
H 1.329 -0.588 1.360 0.13
H -0.996 1.915 -1.646 0.11
H -0.889 0.677 -0.184 0.12
H -2.612 3.226 -0.068 0.11
H -0.968 3.819 0.654 0.09
H -1.265 1.279 2.209 0.07
H -3.053 1.885 1.960 0.07
H -1.808 4.784 2.679 -0.12
H 0.746 4.047 -1.896 0.12
C 6.846 -0.602 -0.355 -0.11
O 6.731 -1.838 0.330 -0.21
C 5.903 -1.759 1.488 -0.19
C 5.077 -3.039 1.657 -0.17
O 4.013 -3.181 0.707 -0.14
C 4.401 -3.468 -0.644 -0.17
C 5.010 -4.862 -0.836 -0.19
O 6.354 -4.888 -0.354 -0.21
C 6.712 -6.139 0.213 -0.11
H 7.464 0.095 0.225 0.08
H 7.327 -0.788 -1.319 0.09
H 5.861 -0.165 -0.547 0.08
H 5.223 -0.905 1.427 0.08
H 6.559 -1.632 2.354 0.13
H 4.588 -2.992 2.637 0.13
H 5.706 -3.930 1.675 0.11
H 5.043 -2.682 -1.042 0.11
H 3.472 -3.429 -1.225 0.12
H 5.038 -5.111 -1.907 0.13
H 4.388 -5.597 -0.315 0.12
H 5.989 -6.440 0.979 0.08
H 7.687 -6.027 0.694 0.09
H 6.782 -6.902 -0.567 0.09
C -5.693 1.647 -3.611 -0.11
O -5.843 0.725 -2.544 -0.21
C -4.702 0.668 -1.691 -0.19
C -5.122 0.484 -0.229 -0.17
O -5.708 1.650 0.364 -0.14
C -7.021 2.004 -0.092 -0.17
C -8.115 1.012 0.323 -0.19
O -8.056 -0.162 -0.488 -0.21
C -8.415 -1.339 0.220 -0.11
H -4.975 1.260 -4.346 0.09
H -6.665 1.773 -4.094 0.09
H -5.368 2.626 -3.243 0.09
H -4.102 1.578 -1.775 0.11
H -4.097 -0.187 -2.008 0.13
H -4.215 0.285 0.355 0.12
H -5.764 -0.387 -0.096 0.11
H -7.024 2.191 -1.166 0.11
H -7.244 2.964 0.388 0.13
H -9.105 1.468 0.175 0.13
H -7.990 0.768 1.384 0.12
H -7.824 -1.437 1.137 0.09
H -8.193 -2.199 -0.418 0.09
H -9.483 -1.331 0.452 0.09